Density functional theory data (ωB97M-V/def2-TZVPD) for 16 unconnected molecules or ions with the total composition C71H201N26O33P11 at a distorted geometry.

Summary:
Kohn-Sham gap in Ha: 0.2916
E_HOMO in eV: -7.945
Total charge: 0

XYZ file:
```
342
Properties=species:S:1:pos:R:3:forces:R:3
O -2.410781 0.201654 -5.702113 -0.539 -1.808 0.086
P -2.380611 -1.306826 -5.796073 1.987 1.081 0.180
N -3.402201 -1.924886 -6.905893 1.048 -1.290 -1.526
C -3.333641 -3.383186 -7.224713 -0.244 0.950 0.750
C -4.425491 -1.120006 -7.511513 1.292 0.649 -0.425
N -2.808171 -2.094936 -4.380023 -0.125 2.571 0.374
C -3.897761 -1.309966 -3.636943 1.096 -1.608 0.093
C -2.698311 -3.507266 -4.113203 0.520 0.372 2.017
N -0.833671 -1.887216 -6.336383 0.606 0.201 1.761
C -0.506601 -1.432226 -7.685513 -1.752 -0.378 -0.147
C 0.405929 -1.658686 -5.498613 -1.441 0.026 -0.545
H -3.418031 -3.577036 -8.294013 -0.345 0.186 0.000
H -4.119271 -3.854576 -6.634213 -0.117 -0.510 -0.419
H -2.379001 -3.810616 -6.918023 -0.003 0.226 0.148
H -3.977801 -0.154346 -7.746433 -0.268 0.617 0.998
H -5.241511 -1.072446 -6.790433 -0.765 0.292 -1.026
H -4.528961 -1.379116 -8.565203 -1.174 -0.990 0.221
H -4.055221 -1.746206 -2.650533 -0.175 -0.959 -0.161
H -3.651421 -0.316486 -3.262223 0.492 0.293 -1.282
H -4.808431 -1.387096 -4.230943 -0.246 0.467 0.259
H -2.530951 -3.506176 -3.036133 0.063 -0.453 0.469
H -3.599711 -4.114146 -4.198553 -0.051 -0.036 -0.862
H -1.769051 -3.957326 -4.462533 -0.424 -0.042 -0.692
H -1.144171 -2.071546 -8.296143 0.676 -0.074 -0.875
H -0.882211 -0.428176 -7.882733 0.363 0.428 0.090
H 0.566689 -1.493166 -7.865603 -0.294 -0.227 -0.216
H 0.248869 -2.027926 -4.485153 0.216 0.374 -0.033
H 0.658959 -0.600376 -5.562163 -0.078 0.278 0.689
H 1.251749 -2.142896 -5.986713 -0.214 -0.517 0.114
O -0.750731 6.339734 -8.448043 0.006 -0.449 0.686
P -1.171861 4.952524 -8.155383 0.021 -2.273 0.563
N -1.690041 4.232864 -9.604363 0.216 0.064 -0.525
C -0.623751 4.350074 -10.667813 -0.701 0.746 1.079
C -2.701171 3.189054 -9.760753 -0.398 0.016 1.358
N -2.361331 4.747624 -6.924753 -0.097 0.295 0.047
C -2.269131 3.672404 -5.870713 -0.360 0.500 -1.490
C -3.502271 5.680734 -6.752433 0.445 0.102 -0.644
N 0.147419 3.889044 -7.717243 -0.300 2.175 0.401
C 0.184709 2.430744 -7.618203 -0.395 0.626 0.495
C 1.433659 4.530144 -7.342273 -0.561 0.366 -0.762
H -0.985961 4.080964 -11.660023 -0.054 -0.336 0.261
H 0.282509 3.835094 -10.349083 -0.031 -0.567 -0.301
H -0.319991 5.395914 -10.713173 -0.184 0.078 -0.076
H -2.934201 2.709614 -8.810003 0.772 -0.462 0.392
H -2.431711 2.406764 -10.470343 0.078 0.238 -0.083
H -3.724791 3.534954 -9.904423 0.050 0.629 -1.126
H -1.488771 3.881394 -5.138953 0.446 -0.500 -0.378
H -3.170441 3.571304 -5.266133 -0.333 0.569 -0.316
H -2.266961 2.759884 -6.466873 0.865 -0.458 0.898
H -3.252911 6.605164 -6.231533 0.316 0.023 0.171
H -3.905361 5.991734 -7.716233 0.068 -0.063 -0.142
H -4.324261 5.220004 -6.204573 0.189 -0.299 -0.038
H 1.215659 2.086564 -7.700583 0.015 -0.014 -0.850
H -0.077921 2.062764 -6.626383 -0.423 0.084 0.305
H -0.522371 1.977414 -8.312923 0.325 -0.132 -0.227
H 2.062179 4.563764 -8.232183 0.751 -1.084 0.101
H 1.842089 4.068284 -6.443403 0.363 -0.006 -0.334
H 1.438409 5.613544 -7.222603 -1.053 0.053 0.668
O -3.099491 3.872734 5.486227 0.437 0.508 0.080
P -2.105731 3.706684 4.406747 2.607 0.204 -0.263
N -1.786211 5.093164 3.455177 -1.834 0.152 0.019
C -2.156261 6.397104 4.087567 1.117 -0.920 -0.420
C -1.194261 5.114474 2.081647 -0.398 -0.078 1.912
N -2.645051 2.603594 3.264707 0.818 -1.272 -0.590
C -2.278371 1.152674 3.392087 -0.300 1.334 0.720
C -3.990731 2.811474 2.689847 0.982 0.190 -0.394
N -0.490101 3.240574 5.040837 -5.175 0.761 -0.567
C 0.719099 3.256594 4.235647 -1.162 0.100 0.932
C -0.428691 2.816354 6.432037 0.546 -1.128 -0.650
H -1.323581 6.559744 4.771887 -0.336 0.865 0.436
H -3.123311 6.410074 4.590307 0.182 -0.428 0.129
H -2.191731 7.184944 3.335137 0.220 -0.074 -0.112
H -1.559651 5.937924 1.468027 -0.591 -0.048 0.110
H -1.477401 4.144334 1.673307 0.652 0.090 -0.470
H -0.132611 5.331924 2.198827 0.313 -0.607 -0.439
H -1.207171 0.958524 3.337917 0.087 0.322 -0.162
H -2.597771 0.855674 4.391027 -0.193 -0.744 -0.109
H -2.784231 0.611404 2.592567 0.003 -0.116 0.238
H -4.835731 2.785254 3.377877 0.179 0.083 0.283
H -3.946381 3.755854 2.147367 -0.402 0.188 0.132
H -4.137161 2.036904 1.937057 -0.075 -0.030 -0.016
H 1.073129 4.284954 4.308017 0.875 -0.318 -0.675
H 1.366989 2.516464 4.705257 0.534 0.180 -0.323
H 0.445319 2.916464 3.236917 0.445 0.313 -0.163
H -1.349011 2.597454 6.973527 -0.449 0.601 -0.671
H 0.153329 3.494154 7.056487 0.298 -0.072 0.024
H 0.008779 1.825254 6.311917 0.738 -0.158 0.971
O 1.041959 -0.476636 -2.491333 0.211 0.856 3.096
P 0.621089 0.060084 -1.112713 -0.139 0.606 -2.195
N -0.048321 -1.028636 -0.027133 0.929 -1.047 -0.078
C -1.253631 -1.801746 -0.353423 -1.050 0.963 -0.153
C 0.885749 -1.777186 0.838987 -0.937 -0.338 0.487
N -0.638401 1.096944 -1.368003 -0.417 1.312 -1.651
C -0.553791 2.056774 -2.583323 -0.205 -0.914 1.831
C -1.495311 1.642254 -0.347573 -0.561 -0.061 0.498
N 1.736899 1.019924 -0.253613 0.312 -0.773 -0.633
C 1.395569 1.933034 0.825427 -1.167 1.003 -0.514
C 3.132459 0.764934 -0.385183 2.165 -0.563 0.030
H -1.535021 -2.447856 0.478117 0.113 0.261 0.247
H -1.391911 -2.419806 -1.240533 1.314 -0.218 -0.465
H -2.052971 -1.082986 -0.533863 -0.252 0.154 0.386
H 0.251029 -2.341766 1.521987 -0.059 0.369 0.405
H 1.514359 -1.115826 1.435277 0.163 -0.070 -0.212
H 1.427849 -2.611616 0.394077 0.543 0.363 -0.699
H 0.022849 1.604254 -3.390043 -0.461 -0.096 0.038
H -1.576541 2.352454 -2.817113 -0.074 -0.529 -0.535
H -0.114211 3.012714 -2.298653 0.515 -0.096 0.369
H -2.554471 1.469644 -0.538563 -0.311 0.015 -0.592
H -1.392031 1.184544 0.636267 0.617 0.024 -0.030
H -1.370331 2.722004 -0.266163 0.098 0.113 0.195
H 2.226859 2.505164 1.237397 0.518 -1.012 0.202
H 0.863739 2.795284 0.423217 -0.715 -0.065 -0.189
H 0.761419 1.471644 1.582437 0.269 -0.019 0.240
H 3.656599 1.054944 -1.295823 -0.759 -0.203 -0.889
H 3.390329 -0.275866 -0.189343 0.095 -0.212 -0.063
H 3.774579 1.349564 0.273607 -0.642 0.058 0.803
O -9.855991 -1.208146 1.881987 0.693 -2.309 -0.167
P -9.416731 -2.564166 1.406897 1.211 -1.775 -0.803
N -10.105941 -4.005046 2.037167 0.563 -1.478 -0.940
C -10.729081 -4.056536 3.363997 -0.626 0.681 -0.907
C -9.979991 -5.449376 1.460347 -0.541 1.749 0.024
N -7.672071 -2.923306 1.784477 -3.895 1.728 -1.241
C -6.780181 -1.875826 2.058727 1.335 1.165 -0.287
C -7.089661 -4.138926 1.348177 -1.062 -1.440 0.323
N -9.654831 -2.885166 -0.310193 0.752 0.261 2.467
C -10.925111 -3.300316 -0.925063 0.000 0.675 0.921
C -8.738131 -2.246096 -1.194343 0.705 -0.568 -2.491
H -10.609371 -5.007406 3.883257 0.731 0.109 0.002
H -11.803961 -4.001676 3.191577 -0.290 0.285 0.377
H -10.399221 -3.189076 3.935677 -0.117 -0.244 0.293
H -10.990341 -5.837796 1.332187 -0.155 -0.021 0.222
H -9.434581 -6.130916 2.113137 0.047 0.353 0.372
H -9.526441 -5.547736 0.474087 0.105 0.684 0.084
H -6.357781 -1.955096 3.060417 -0.117 0.355 0.343
H -5.921131 -1.940276 1.390907 0.384 -0.053 -0.249
H -7.168821 -0.881726 1.837737 -0.385 -0.051 0.538
H -7.624831 -4.557686 0.495937 0.429 0.297 -0.631
H -6.015291 -4.053346 1.185347 -0.126 -0.052 -0.086
H -7.335551 -4.889206 2.099647 0.750 -0.441 0.344
H -10.832531 -3.338076 -2.010463 0.347 -0.429 0.103
H -11.260251 -4.237326 -0.480333 0.010 -0.065 -0.332
H -11.711891 -2.564466 -0.758943 -0.132 0.150 0.172
H -8.627791 -2.915346 -2.047593 0.036 -0.545 -0.309
H -7.683751 -2.152656 -0.934253 -0.274 0.262 1.043
H -9.051661 -1.365596 -1.755163 -0.332 0.746 0.825
O 4.567419 -6.363476 1.533337 -0.802 1.118 -0.350
P 5.613729 -7.083806 0.812357 1.487 -1.839 -1.599
N 6.776229 -6.139966 -0.065783 -0.043 -0.386 0.064
C 7.154569 -4.712826 0.220337 -0.348 -1.390 1.638
C 7.546759 -6.748076 -1.172763 -0.475 -0.241 0.020
N 4.994089 -8.352266 -0.223073 1.280 2.117 2.174
C 3.566399 -8.413166 -0.434793 -0.400 -0.318 -1.192
C 5.772239 -9.441866 -0.801393 -0.656 0.189 0.001
N 6.492519 -8.030456 1.882307 1.741 -0.152 0.443
C 5.781869 -9.023606 2.644667 -0.862 -0.137 0.409
C 7.530109 -7.376846 2.723377 -0.608 0.360 -1.156
H 8.002049 -4.352806 -0.362983 -0.835 0.001 -0.889
H 7.637429 -4.678396 1.196947 -0.258 0.062 0.531
H 6.249899 -4.111246 0.308557 0.382 0.353 -0.564
H 6.899649 -6.888766 -2.038533 0.048 0.024 -0.205
H 7.994989 -7.718526 -0.959643 -0.160 -0.081 0.431
H 8.393809 -6.129636 -1.469643 -0.256 0.268 0.153
H 2.945189 -7.872876 0.279557 0.481 0.327 -0.088
H 3.355239 -8.126756 -1.465073 -0.367 0.698 -0.120
H 3.167309 -9.427116 -0.461723 0.425 -0.553 0.584
H 5.727969 -9.332236 -1.884963 -0.092 -0.491 -0.229
H 6.828889 -9.538846 -0.552053 -0.189 0.606 0.492
H 5.283019 -10.347376 -0.442463 0.089 -0.415 -0.465
H 6.443319 -9.333026 3.453887 -0.121 -0.475 -0.178
H 4.886549 -8.615706 3.113817 -0.131 0.334 0.285
H 5.386459 -9.862406 2.071807 0.524 -0.165 -0.222
H 7.157309 -7.034086 3.688587 -0.493 0.548 -0.138
H 7.844889 -6.578496 2.051337 0.583 0.316 0.780
H 8.380819 -7.985836 3.029197 0.002 -0.557 -0.706
O 3.230609 -0.501496 3.980217 0.694 0.772 -0.465
P 3.177059 -1.818316 4.613707 -0.862 -2.499 -0.406
N 4.119469 -2.009556 5.953767 1.750 0.461 1.134
C 4.331549 -3.327616 6.574717 -1.032 1.248 0.244
C 5.355129 -1.156866 6.111977 -1.975 -0.494 -1.080
N 3.642509 -3.117546 3.555997 -2.633 2.770 1.639
C 4.653539 -2.915386 2.572267 0.016 0.237 -0.374
C 3.347029 -4.473396 3.876887 0.299 -0.832 -0.489
N 1.646579 -2.214696 5.207977 -0.299 -1.423 0.331
C 0.591799 -2.599266 4.243237 0.372 0.586 0.975
C 1.169889 -1.609676 6.489967 1.297 1.334 -0.817
H 5.036879 -3.965546 6.042127 -0.025 -0.058 -0.100
H 3.341909 -3.771826 6.681417 0.241 -0.458 0.049
H 4.706279 -3.086446 7.569457 0.116 -0.433 0.117
H 6.226639 -1.808756 6.051757 0.166 0.263 0.005
H 5.307899 -0.588686 7.040967 0.169 -0.090 0.020
H 5.253809 -0.505196 5.244127 0.811 0.473 0.260
H 5.583009 -2.907706 3.141597 0.795 -0.070 -0.895
H 4.575199 -3.675406 1.794887 0.383 -0.601 0.401
H 4.515249 -2.019006 1.967717 0.057 0.526 0.605
H 2.793519 -4.653296 4.798507 -0.196 0.447 -0.228
H 2.821269 -4.866936 3.006947 -0.118 -0.719 0.187
H 4.292719 -5.005756 3.978667 0.048 -0.463 -0.082
H 0.184369 -1.653826 3.885097 -0.192 -0.192 -0.902
H 0.995869 -3.287366 3.500717 0.010 0.487 -0.272
H -0.241341 -3.119356 4.715977 0.168 -0.077 0.474
H 1.777749 -1.929906 7.336167 -0.413 -0.528 0.035
H 0.097139 -1.573706 6.679747 0.023 -1.093 -0.309
H 1.399539 -0.545556 6.435097 0.133 0.421 0.002
C 3.242689 2.304104 -4.250933 -0.733 -0.369 2.351
N 4.256439 3.400014 -4.263613 1.082 -3.071 -0.038
O 5.344259 3.192724 -3.732493 -0.751 0.073 0.142
O 3.978079 4.347464 -4.897223 -0.566 2.983 -1.341
H 2.223769 2.685194 -4.319223 0.338 0.279 -0.841
H 3.253729 2.008264 -3.201903 0.225 -0.639 -0.068
H 3.441289 1.435434 -4.878683 0.379 0.521 -0.125
C -5.473311 1.676824 -2.118383 1.043 -0.783 1.120
N -6.860931 2.157454 -1.927723 -0.808 1.856 -0.495
O -7.176811 3.179794 -2.526913 0.041 -0.922 0.168
O -7.573541 1.603154 -1.097183 0.854 -0.048 -0.859
H -5.336401 0.868224 -2.836373 -0.880 -0.273 0.336
H -5.285081 1.403204 -1.080203 0.626 -0.709 -0.300
H -4.687361 2.368844 -2.420873 -0.919 0.940 -0.003
C 7.342349 0.898404 -0.009753 -1.065 0.899 -1.001
N 8.036169 -0.266286 -0.596403 -0.176 -0.396 -1.073
O 8.404529 -0.128736 -1.773983 -0.051 -0.509 1.813
O 8.078369 -1.295966 0.053137 0.408 0.341 -0.367
H 6.452749 0.614414 0.552447 0.567 -0.364 0.393
H 6.952349 1.369334 -0.912093 0.146 0.483 0.239
H 7.992619 1.599704 0.513137 0.096 -0.463 0.015
C -3.660751 6.868854 -1.303153 1.105 0.775 1.370
N -3.670731 5.692564 -2.188953 0.809 -1.032 0.776
O -2.651921 5.153084 -2.532353 2.572 0.891 -0.522
O -4.684501 5.102344 -2.323393 -3.718 -0.170 -0.381
H -3.949781 7.844874 -1.692943 -0.406 -0.568 -0.565
H -2.643581 6.985144 -0.929043 0.089 -0.106 -0.327
H -4.246471 6.586724 -0.428263 -0.346 0.128 -0.355
C 5.850859 5.891224 0.465067 -0.055 -0.601 -0.054
N 5.145459 4.563444 0.755257 0.714 -1.291 -0.554
O 5.902369 3.557964 0.854227 -1.800 2.037 0.048
O 3.919649 4.536804 0.781057 1.889 0.029 0.145
H 5.159899 6.493474 -0.124813 0.000 0.063 0.434
H 6.763599 5.687864 -0.094973 -0.290 -0.360 -0.111
H 6.198279 6.327294 1.401677 -0.605 0.040 0.088
C -3.963921 -5.359226 3.754897 -0.123 0.964 -0.973
C -3.865281 -4.189346 4.740597 0.340 -0.675 -0.966
O -3.462601 -4.841936 5.916767 -0.723 0.073 2.530
P -3.203161 -4.023326 7.273527 -0.355 1.560 -1.581
O -2.146571 -3.000556 7.077227 -1.086 -0.611 0.707
O -4.714671 -3.483696 7.681527 1.653 -0.828 -0.593
C -4.809791 -2.289976 8.443457 0.332 1.450 0.237
C -4.626431 -0.979926 7.656387 -0.754 -0.304 0.163
O -2.848701 -5.151056 8.269777 -0.623 -0.977 1.091
C -3.800221 -6.248596 8.589087 -0.071 0.129 -1.511
C -3.698001 -6.546436 10.038207 0.633 0.080 1.309
H -4.026941 -6.332806 4.240977 0.389 0.240 0.112
H -4.844441 -5.296526 3.115477 -0.018 0.195 -0.072
H -3.086251 -5.224876 3.122647 -0.002 -0.868 -0.197
H -3.036061 -3.523316 4.502077 -0.203 0.243 -0.419
H -4.789281 -3.611806 4.768357 -0.101 -0.086 0.691
H -5.763891 -2.248996 8.968917 -0.381 -0.381 -0.543
H -4.122431 -2.258236 9.288817 0.580 -0.402 -0.166
H -3.693221 -0.844696 7.109637 0.195 -0.234 0.537
H -5.415011 -0.803546 6.924857 -0.229 -0.287 0.004
H -4.784871 -0.231326 8.432657 0.383 0.431 -0.191
H -4.821281 -5.991266 8.307437 0.013 0.596 0.158
H -3.559891 -7.017666 7.855007 0.382 -0.398 0.513
H -4.005681 -5.654966 10.584757 0.070 0.087 0.060
H -4.272691 -7.360716 10.479547 -0.418 -0.120 -0.763
H -2.678931 -6.776276 10.349297 0.184 0.193 -0.222
C 6.712439 6.270524 -4.018093 -1.196 0.721 0.155
C 5.445399 6.727834 -3.193063 1.144 -2.405 0.485
O 4.562369 7.510654 -3.912933 -2.146 1.603 -1.284
P 3.017839 7.734474 -3.433373 1.682 1.892 -2.714
O 2.801629 7.318564 -2.078863 -0.688 -1.131 1.749
O 2.113139 7.186184 -4.669133 1.318 0.130 1.078
C 0.874179 6.599874 -4.348643 -2.472 -1.357 0.197
C 0.968329 5.237824 -3.686033 1.834 0.166 -0.180
O 2.838349 9.326934 -3.543713 0.380 -2.572 2.025
C 2.534989 10.035484 -4.668513 -0.825 0.646 -1.837
C 3.491519 11.156674 -4.756673 1.368 1.563 -0.120
H 7.388799 5.672864 -3.407003 -0.133 0.109 0.168
H 6.412349 5.653224 -4.864833 -0.219 -0.037 0.157
H 7.255709 7.112334 -4.447403 0.011 0.180 0.265
H 4.881229 5.835034 -2.923383 0.329 -0.453 0.128
H 5.683899 7.168404 -2.225023 0.373 0.506 -0.188
H 0.236819 7.229394 -3.727713 0.292 0.468 0.104
H 0.268749 6.370334 -5.225503 0.486 0.854 -0.703
H 1.541349 4.591844 -4.351213 -0.280 -0.086 -0.257
H 1.666829 5.390714 -2.863343 -0.611 -0.517 0.783
H 0.012009 4.761334 -3.470363 0.093 0.444 0.260
H 2.481819 9.399104 -5.551853 0.309 0.017 -0.137
H 1.532029 10.450224 -4.567653 -0.215 0.045 0.103
H 3.298409 11.837194 -5.585953 -0.317 0.052 0.075
H 3.502159 11.710674 -3.818013 -0.563 0.275 0.014
H 4.556829 10.937914 -4.829883 -0.046 -0.892 -0.341
C 2.879729 -3.452846 -3.540143 -1.510 -0.729 0.507
C 1.750539 -4.271916 -2.762363 1.966 1.166 -2.495
O 1.673649 -5.580516 -3.416213 -0.384 -0.261 1.459
P 0.415219 -6.551686 -3.232693 0.002 -1.076 0.213
O -0.745441 -6.147696 -4.063243 0.606 -0.226 1.290
O 1.095099 -7.952726 -3.680873 -0.778 -0.157 0.693
C 0.720039 -9.312706 -3.217853 -1.223 0.962 1.541
C -0.791031 -9.646686 -3.179863 -0.200 -0.125 -1.669
O 0.133149 -6.788146 -1.579073 0.666 0.966 -2.033
C -0.638611 -5.783496 -0.908103 -2.550 0.256 0.327
C -1.012451 -6.159886 0.555097 0.894 -0.228 -1.374
H 2.586369 -3.396166 -4.588393 0.037 0.031 0.033
H 2.809069 -2.456526 -3.103723 0.338 0.157 -0.105
H 3.885469 -3.870676 -3.495173 -0.152 -0.081 0.358
H 2.063929 -4.238336 -1.718933 -0.565 -0.827 0.121
H 0.850879 -3.705286 -3.002473 -0.291 -0.204 0.583
H 1.230639 -10.058726 -3.826823 0.117 0.525 -0.153
H 1.040829 -9.400076 -2.179803 0.558 0.114 -0.092
H -1.543591 -8.973096 -2.769953 0.722 0.536 0.346
H -1.099121 -9.769426 -4.218183 -0.205 0.007 -0.164
H -1.003851 -10.615946 -2.728913 0.542 -0.085 0.217
H -0.363811 -4.738906 -1.054463 1.193 -0.162 0.242
H -1.641061 -5.714736 -1.330563 -0.028 -0.525 -0.902
H -0.920371 -7.245716 0.579597 0.387 -0.017 0.503
H -0.367531 -5.628586 1.255027 -0.277 -0.394 0.335
H -2.083141 -6.000046 0.682247 0.194 0.510 0.333
C 6.672289 5.753014 6.751527 -0.895 -1.195 -0.790
C 5.931619 5.721494 5.374377 1.384 -0.226 0.104
O 5.168589 6.868484 5.069637 -2.118 1.444 -0.233
P 3.529459 6.879134 4.924337 1.615 -1.552 -1.273
O 3.063039 5.648714 4.154047 0.373 2.784 2.029
O 2.996139 7.093994 6.451907 3.233 0.712 -2.687
C 2.144459 6.188214 7.002247 -3.469 -0.522 2.566
C 2.234919 6.119504 8.564427 0.374 0.786 -1.081
O 3.273279 8.329334 4.215637 1.404 -2.171 1.408
C 1.966089 8.487654 3.722127 -0.751 2.625 -0.368
C 1.862949 8.482614 2.200577 -0.246 -1.351 0.504
H 6.082269 6.203714 7.549547 0.084 -0.101 -0.045
H 6.779299 4.678044 6.896747 -0.078 -0.145 0.773
H 7.712249 6.079014 6.769397 -0.309 0.712 -0.415
H 6.736679 5.635534 4.644597 -0.006 0.402 -0.370
H 5.373189 4.808794 5.166437 -0.443 0.047 0.663
H 1.198919 6.662264 6.738937 -0.860 -0.810 0.328
H 2.130039 5.156644 6.650437 0.540 0.180 -0.598
H 2.409749 7.091044 9.026647 0.352 0.241 -0.373
H 1.265079 5.869024 8.994277 0.188 -0.833 -0.171
H 3.077719 5.472014 8.806387 -0.366 -0.201 0.477
H 1.221069 7.963984 4.321127 0.046 -1.220 -0.687
H 1.618659 9.481594 4.004047 0.572 0.589 0.239
H 2.387439 9.183004 1.550607 0.262 0.654 0.963
H 2.244559 7.525154 1.845957 -0.772 -0.363 -0.259
H 0.795299 8.671974 2.089377 -0.129 -0.531 -0.805
```
Forces are in eV/Å.